Entry i
A structure of composition C5H13O3. Source: the OMol25 dataset; level of theory: ωB97M-V/def2-TZVPD.

## Properties
Spin multiplicity   1
LUMO level   3.8550 eV
Highest occupied orbital energy   -0.16374 Ha
Frontier orbital gap   8.3 eV
Net charge   -1

Each line ends with the Mulliken charge.
Geometry (Å):
C (-0.626, -1.627, -0.305)  -0.559
O (0.389, -1.841, 0.659)  -0.574
C (-0.165, -0.984, -1.620)  -0.552
C (0.171, 0.512, -1.627)  -0.449
C (1.422, 0.849, -0.854)  0.120
C (1.498, 1.660, 0.198)  -0.808
H (-1.416, -0.971, 0.073)  0.336
H (-1.047, -2.587, -0.625)  0.292
H (0.596, -1.562, -2.147)  0.339
H (-1.112, -1.026, -2.192)  0.290
H (-0.638, 1.076, -1.161)  0.253
H (0.276, 0.874, -2.652)  0.289
H (2.363, 0.353, -1.099)  0.253
H (0.602, 2.195, 0.505)  0.112
H (2.418, 2.004, 0.650)  0.254
H (-0.948, 0.503, 2.147)  0.427
H (-1.316, 1.721, 1.012)  0.161
O (-1.771, 1.190, 1.666)  -0.868
H (-0.717, -0.927, 3.225)  0.227
H (0.194, -1.145, 1.357)  0.439
O (-0.176, -0.269, 2.790)  -0.981

Entry ii
A cluster of 3 separate species, C5H13O3 in total. Source: the OMol25 dataset; level of theory: ωB97M-V/def2-TZVPD.

## Properties
Spin multiplicity   1
LUMO level   3.6195 eV
Highest occupied orbital energy   -0.13805 Ha
Frontier orbital gap   7.4 eV
Net charge   -1

Each line ends with the Mulliken charge.
Geometry (Å):
C (0.279, 1.045, -1.397)  -0.473
O (-0.228, 1.723, -0.280)  -0.502
C (0.043, -0.420, -1.328)  -0.006
C (-1.277, -0.909, -0.760)  -0.530
C (-1.561, -0.231, 0.594)  -0.109
C (-2.320, 0.808, 0.937)  -0.603
H (1.447, 1.235, -1.542)  0.285
H (-0.506, 1.417, -2.177)  0.280
H (0.126, -0.916, -2.304)  0.337
H (0.840, -0.796, -0.726)  -0.140
H (-1.076, -2.057, -0.658)  0.260
H (-2.171, -0.793, -1.503)  0.309
H (-0.968, -0.754, 1.403)  0.083
H (-2.979, 1.364, 0.332)  0.288
H (-2.311, 1.159, 1.982)  0.224
H (2.847, -0.526, 1.671)  0.393
H (1.618, -1.029, 2.454)  0.227
O (1.910, -0.171, 2.286)  -0.820
H (2.483, -0.923, 0.146)  0.187
H (0.450, 1.522, 0.484)  0.359
O (3.354, -0.747, 0.388)  -1.050

Consider the structures shown above. The most stable of them is entry i.